(1)
54
Properties=species:S:1:pos:R:3:forces:R:3:nbo_charge:R:1 method="wB97M-V/def2-TZVPD" total_energy_ev=-48552.8046 homo_energy_ev=-3.825 lumo_ha=-0.078
C 1.623262 -3.099071 2.101216 -0.82 1.87 0.08 -0.683
C 1.851714 -1.785512 1.188943 -1.02 -1.23 -1.11 0.314
N 1.215684 -1.736200 0.044303 2.06 0.87 2.76 -0.561
C 2.801338 -0.651457 1.800255 1.08 -0.53 -0.26 -0.537
C 3.686269 0.121515 0.731181 2.00 0.73 -1.80 0.181
C 5.012620 -0.228965 0.031505 -4.25 3.13 1.13 -0.044
I 6.177055 -2.022795 0.310952 -0.98 1.78 -0.45 0.327
N 5.234092 0.946349 -0.785595 -1.27 1.02 0.48 -0.508
C 4.249075 1.984173 -0.691828 -0.25 -5.02 2.85 0.195
N 3.307895 1.426395 0.241886 2.45 0.17 -1.21 -0.316
C 2.105618 2.278920 0.591249 -0.17 0.48 -0.67 -0.233
C 1.326683 2.548665 -0.794592 -0.49 0.23 0.20 -0.422
C -0.263890 2.759124 -0.607700 0.82 1.19 -0.45 -0.426
C -0.941013 2.539907 -2.048519 -0.61 0.06 0.30 -0.406
C -2.015220 1.350419 -2.107842 0.49 -0.24 -1.32 -0.417
C -1.642887 0.065622 -1.221656 -1.39 -0.20 0.08 -0.430
C -2.711201 0.034678 0.006683 -0.33 1.65 -0.82 -0.534
S -1.939382 -0.447356 1.632497 -0.37 0.94 0.99 0.238
C -2.280135 0.888293 2.855090 -1.12 3.36 0.86 0.301
N -2.554403 2.277153 2.685624 1.01 -4.73 1.36 -0.323
N -2.714042 2.815974 3.940505 0.83 -4.00 3.12 -0.265
C -2.528929 1.794022 4.907814 -0.51 1.99 -4.23 0.221
O -2.281810 0.556984 4.240575 -0.25 2.52 -1.15 -0.440
H 0.535466 -3.416914 1.900563 1.89 0.19 0.15 0.268
H 1.649543 -2.718393 3.189669 0.20 -0.94 -1.50 0.211
H 2.377745 -3.925135 1.898582 -1.00 1.18 0.29 0.244
H 1.445371 -0.825209 -0.391947 -0.20 -0.45 -0.13 0.315
H 3.539365 -1.184517 2.510670 -1.10 0.91 -1.09 0.262
H 2.192246 0.068972 2.439754 0.81 -0.87 -0.95 0.263
H 6.048325 1.109983 -1.391765 -0.49 -0.49 0.51 0.450
H 4.170550 2.994233 -1.200271 0.32 -1.75 0.72 0.283
H 1.439910 1.772454 1.368215 1.08 0.60 -1.20 0.250
H 2.548654 3.258958 1.006050 -0.94 -1.59 -0.43 0.230
H 1.496817 1.709098 -1.561040 -0.14 0.92 1.43 0.221
H 1.771093 3.496531 -1.287073 -0.75 -1.43 0.76 0.210
H -0.714291 2.141309 0.237092 0.70 0.52 -1.24 0.231
H -0.394264 3.864565 -0.294455 0.04 -1.77 -0.40 0.217
H -1.491510 3.510785 -2.309461 0.95 -1.40 0.07 0.222
H -0.127943 2.327640 -2.841439 -1.25 0.49 1.27 0.199
H -3.073024 1.763121 -1.916435 1.65 -0.80 0.04 0.215
H -2.038824 0.989436 -3.206009 -0.06 0.64 1.70 0.242
H -0.558768 0.041423 -0.865744 -1.55 0.21 -0.40 0.191
H -1.836579 -0.867759 -1.846837 0.41 1.14 0.80 0.281
H -3.072065 1.120260 0.132325 0.47 -1.70 0.09 0.240
H -3.636437 -0.597066 -0.268990 1.68 0.70 0.73 0.270
H -2.602506 1.916444 6.043633 0.22 -0.60 -2.15 0.234
C -2.875328 -4.651377 -2.240342 -0.39 -0.36 0.94 -0.631
C -3.742506 -3.552739 -2.892914 1.37 -1.06 -0.20 -0.002
O -3.123735 -3.167036 -4.009553 -0.45 0.95 -0.40 -0.948
H -1.877353 -4.280590 -1.979965 -0.07 0.12 -0.18 0.172
H -3.348424 -5.001223 -1.309733 0.03 -0.17 0.19 0.146
H -2.760908 -5.521239 -2.895525 -0.03 0.22 -0.12 0.186
H -3.902772 -2.794644 -2.090713 0.06 0.66 0.32 0.029
H -4.756241 -3.998204 -2.978885 -0.38 -0.10 -0.36 0.067

(2)
10
Properties=species:S:1:pos:R:3:forces:R:3:nbo_charge:R:1 method="wB97M-V/def2-TZVPD" smiles="O=COc1cnno1" total_energy_ev=-12263.0837 de_lowest_ev=3.898 homo_energy_ev=-10.266 lumo_ha=0.016
O -2.218169 0.198097 -1.222018 0.65 -1.26 -0.10 -0.510
C -1.594342 1.151497 -0.949661 -0.59 3.91 1.20 0.660
O -0.388050 1.322341 -0.200823 -1.34 -0.30 -1.60 -0.483
C 0.278679 0.205868 0.110309 -0.25 1.71 1.71 0.569
C -0.126135 -1.070277 0.194512 2.80 1.51 0.22 -0.245
N 1.011318 -1.654851 0.668772 -0.28 -3.29 -0.17 -0.168
N 1.952690 -0.920892 0.897751 0.30 0.84 1.09 0.111
O 1.471432 0.427003 0.690189 -0.86 -0.28 -1.87 -0.322
H -2.026388 2.224113 -1.090524 1.13 -1.55 0.02 0.137
H -0.992584 -1.495972 -0.144879 -1.56 -1.30 -0.49 0.250

(3)
83
Properties=species:S:1:pos:R:3:forces:R:3:lowdin_charge:R:1 method="wB97M-V/def2-TZVPD" smiles="CCO[C@@H](OC)[C@H](I)OC.CNC(C)=O.CNC(C)=O.CNC(C)=O.CNC(C)=O.CNC(C)=O" total_energy_ev=-54487.6036 homo_energy_ev=-9.125 lumo_ha=0.020
C 1.655521 -0.431679 -0.762798 -0.15 0.16 -0.23 -0.052
C 0.601545 0.552372 -0.292075 0.28 -0.34 -0.41 -0.259
O 0.507954 1.572211 -1.287455 -0.01 -0.05 0.43 -0.071
C -0.124617 2.758834 -0.877490 0.21 0.40 -0.38 -0.466
O 0.573053 3.840187 -1.405622 -0.26 -0.08 0.11 -0.186
C 1.757538 4.133385 -0.679622 0.11 -0.22 -0.27 -0.060
C -1.550116 2.741246 -1.455645 0.16 -0.17 0.02 -0.647
I -2.397941 4.739949 -1.613608 -0.05 0.01 0.04 0.860
O -2.406162 1.866991 -0.808594 0.09 0.07 0.04 -0.214
C -2.646543 2.102235 0.570177 -0.20 -0.33 0.12 -0.100
H 2.647411 0.018128 -0.769648 0.02 -0.06 0.01 0.070
H 1.661824 -1.341413 -0.163085 0.01 0.05 0.09 0.079
H 1.404743 -0.707324 -1.789138 0.06 -0.12 0.03 0.073
H -0.360048 0.034454 -0.206328 -0.07 0.16 0.21 0.119
H 0.899364 0.989670 0.665331 -0.17 0.07 0.07 0.112
H -0.122319 2.828487 0.217131 -0.14 -0.06 0.08 0.143
H 1.521261 4.351861 0.366078 0.03 0.01 0.02 0.094
H 2.463588 3.300289 -0.744955 0.00 0.03 0.11 0.093
H 2.210814 5.004144 -1.145689 -0.05 0.04 0.03 0.093
H -1.473285 2.381622 -2.477622 -0.07 0.16 -0.06 0.105
H -2.920648 3.140995 0.764376 0.12 0.04 -0.03 0.054
H -1.795876 1.801336 1.187782 0.08 0.15 -0.02 0.073
H -3.486335 1.467364 0.849658 0.00 0.02 -0.04 0.078
C 2.941154 1.108068 -5.120034 -0.13 -0.16 0.13 -0.073
N 3.407527 0.337091 -3.985727 0.08 0.03 -0.05 0.014
C 4.532976 0.518140 -3.246327 -0.08 0.02 0.06 -0.535
C 5.444340 1.655706 -3.638504 0.04 -0.12 -0.04 -0.007
O 4.774340 -0.226106 -2.306815 0.09 -0.03 -0.02 0.018
H 1.970037 1.555275 -4.899733 0.02 0.06 -0.04 0.083
H 2.837474 0.467984 -5.998328 0.02 0.06 -0.04 0.082
H 3.640890 1.902991 -5.353414 0.02 0.01 0.00 0.070
H 2.838000 -0.430510 -3.667221 -0.01 0.01 0.00 0.125
H 6.270495 1.694945 -2.938894 -0.03 0.00 0.08 0.063
H 5.826693 1.494097 -4.648519 -0.03 0.09 -0.02 0.086
H 4.915492 2.608096 -3.602282 0.02 0.01 -0.04 0.087
C 8.221919 1.985274 2.351425 -0.08 0.21 -0.05 -0.083
N 7.386658 2.542389 1.306863 0.01 -0.07 -0.01 0.002
C 6.810260 1.897572 0.254287 -0.03 -0.03 0.02 -0.541
C 7.048761 0.413139 0.128228 -0.03 -0.01 -0.07 -0.004
O 6.124902 2.512946 -0.546312 0.01 0.11 0.01 0.026
H 7.765327 2.142986 3.330363 0.04 -0.06 0.03 0.081
H 9.205186 2.459397 2.347612 0.03 -0.06 0.03 0.081
H 8.354427 0.919229 2.202651 -0.01 -0.01 -0.02 0.069
H 7.187183 3.529749 1.332024 0.00 0.01 0.00 0.135
H 6.507497 0.053538 -0.743218 -0.04 0.04 -0.01 0.056
H 8.113528 0.201918 0.014151 -0.01 -0.04 0.06 0.086
H 6.678740 -0.111167 1.010512 0.07 -0.03 0.02 0.087
C -6.940883 -1.779934 -0.201803 0.13 -0.20 0.27 -0.058
N -6.486466 -1.242957 1.072708 0.00 0.12 -0.04 0.010
C -6.185785 0.035363 1.407354 0.12 -0.17 -0.01 -0.556
C -6.341550 1.089383 0.339621 -0.03 0.06 0.06 -0.011
O -5.777526 0.297188 2.532060 0.06 0.12 -0.01 0.006
H -7.890363 -2.298890 -0.062542 -0.03 0.04 -0.10 0.087
H -6.204731 -2.492923 -0.574055 -0.14 -0.01 -0.24 0.051
H -7.075178 -0.993027 -0.936079 0.02 0.06 0.04 0.078
H -6.344553 -1.892943 1.830268 -0.06 -0.02 0.01 0.135
H -6.043121 2.047555 0.754276 0.00 -0.01 0.04 0.082
H -5.712464 0.863694 -0.522735 -0.06 0.00 -0.04 0.086
H -7.379757 1.156077 0.013162 0.02 -0.02 -0.08 0.087
C -2.860534 -4.474924 1.434077 -0.01 0.28 -0.19 -0.067
N -3.759683 -4.044559 0.376747 -0.13 -0.18 -0.06 0.017
C -4.203467 -4.753931 -0.696259 0.10 0.15 0.05 -0.545
C -3.715671 -6.175741 -0.834192 -0.05 -0.03 -0.03 -0.010
O -4.953563 -4.244959 -1.516101 -0.02 -0.02 0.04 0.020
H -3.357934 -4.403464 2.404446 0.02 -0.09 0.02 0.078
H -1.962024 -3.855327 1.454529 -0.08 -0.17 0.06 0.062
H -2.560768 -5.505966 1.282115 -0.01 -0.02 0.00 0.078
H -4.097033 -3.094644 0.402007 0.06 0.03 -0.01 0.123
H -4.148239 -6.600309 -1.734565 -0.03 0.05 -0.01 0.082
H -2.628598 -6.204590 -0.914153 0.00 -0.04 0.05 0.086
H -4.021601 -6.775123 0.024007 0.07 -0.02 0.01 0.084
C -2.768006 -0.609837 3.950765 -0.17 -0.33 -0.08 -0.056
N -2.066317 -1.829888 3.582554 0.17 0.05 0.01 0.019
C -0.803854 -1.974199 3.108009 -0.10 0.07 0.00 -0.545
C 0.015283 -0.714884 2.956519 0.07 -0.07 0.01 -0.003
O -0.372165 -3.075155 2.800173 0.16 0.02 0.06 0.017
H -3.089321 -0.665092 4.991619 0.02 0.10 0.01 0.088
H -3.650057 -0.495859 3.321744 -0.07 0.20 0.07 0.058
H -2.132730 0.260398 3.827266 0.06 -0.02 0.00 0.072
H -2.566259 -2.701352 3.659169 -0.01 0.03 0.05 0.118
H 0.984295 -0.975793 2.540949 -0.02 -0.06 -0.01 0.083
H -0.487469 -0.023306 2.281281 0.01 0.09 0.06 0.052
H 0.163574 -0.228132 3.921123 -0.05 0.06 -0.02 0.091